1.
Computed, not measured: an isolated molecule of C4H6ClNO, with ωB97M-V/def2-TZVPD.

ΔE to the lowest compared entry with this formula, charge and spin (eV): 4.246
E (eV): -20301.6319
Orbital gap (alpha / beta) (eV): 8.05 / 8.05

Element x y z (Å)
C1 2.96713 -0.08348 -0.36184
C2 0.87425 0.81572 -0.90373
C3 0.44116 0.46231 0.64288
C4 -0.32082 -0.88033 0.58986
N1 2.14071 0.29731 -1.15043
O1 1.47112 0.46844 1.44734
Cl1 4.42578 -0.67822 -0.10625
H1 0.14328 0.37853 -1.57940
H2 0.90885 1.89447 -1.05634
H3 -0.27052 1.29147 0.85380
H4 -0.61435 -1.14006 1.60086
H5 0.33331 -1.66570 0.21487
H6 -1.20560 -0.81671 -0.03641

=====

2.
Computed, not measured: an isolated molecule of C8H8BrNO4S, with ωB97M-V/def2-TZVPD.

ΔE to the lowest compared entry with this formula, charge and spin (eV): 0.362
E (eV): -98978.1500
Orbital gap (eV): 9.00
SMILES: O=[N+]([O-])[C@]1(c2cccs2)OCCO[C@H]1Br

Element x y z (Å)
O1 0.06591 2.47425 -0.17253
N1 0.33707 1.51778 -0.83938
O2 0.50796 1.50214 -2.01784
C1 0.22117 0.20036 -0.18400
C2 -1.19184 -0.07945 -0.14812
C3 -2.06733 -0.35024 -1.15005
C4 -3.39086 -0.37082 -0.63763
C5 -3.54858 -0.02572 0.66726
S1 -1.98134 0.29978 1.41713
O3 0.61782 0.34769 1.33543
C6 1.92783 0.49344 1.47109
C7 2.73038 -0.55341 0.77307
O4 2.54662 -0.72762 -0.61913
C8 1.16089 -0.82944 -0.89469
Br1 0.63133 -2.64124 -0.63940
H1 -1.83654 -0.48737 -2.18560
H2 -4.30257 -0.32225 -1.17481
H3 -4.50352 0.14415 1.17971
H4 2.18175 0.29661 2.50206
H5 2.38440 1.51002 1.27525
H6 3.87893 -0.26704 0.85128
H7 2.66270 -1.59954 1.20345
H8 0.96781 -0.53207 -2.01253

=====

3.
Computed, not measured: an isolated molecule of C5H10N2, with ωB97M-V/def2-TZVPD.

ΔE to the lowest compared entry with this formula, charge and spin (eV): 2.848
E (eV): -8324.4852
Orbital gap (eV): 10.33
SMILES: C[C@H]1N[C@H]1[C@H]1CN1

Element x y z (Å)
C1 -1.90413 -0.21862 0.05703
C2 -1.03248 -0.37556 -1.17674
N1 -0.55456 0.85713 -1.75850
C3 0.40866 -0.04368 -1.10572
C4 0.87009 -0.36754 0.29048
C5 2.16373 0.00480 0.86133
N2 0.91402 0.50099 1.45247
H1 -2.93909 -0.10010 -0.27450
H2 -1.63275 0.67998 0.62164
H3 -1.86752 -1.05242 0.76434
H4 -1.29317 -1.19827 -1.81959
H5 -0.90795 1.64365 -1.22465
H6 1.08630 -0.42394 -1.87294
H7 0.52024 -1.37358 0.53966
H8 2.67910 -0.73614 1.46001
H9 2.79682 0.67807 0.29467
H10 0.75308 1.45695 1.15311

=====

4.
Computed, not measured: a cluster of 8 separate species, C32H64O8 in total, with ωB97M-V/def2-TZVPD.

ΔE to the lowest compared entry with this formula, charge and spin (eV): 0.305
E (eV): -50597.8593
Orbital gap (eV): 9.92
SMILES: C1CCOC1.C1CCOC1.C1CCOC1.C1CCOC1.C1CCOC1.C1CCOC1.C1CCOC1.C1CCOC1

Element x y z (Å)
C1 0.15434 -0.17476 5.47416
C2 -0.84844 0.97332 5.39141
C3 -2.20684 0.33047 5.67137
O1 -1.96332 -1.07753 5.85338
C4 -0.73905 -1.40636 5.27444
H1 0.55060 -0.24438 6.48908
H2 0.98239 -0.10846 4.77376
H3 -0.81147 1.48971 4.42802
H4 -0.64138 1.77628 6.10147
H5 -2.94672 0.46695 4.88108
H6 -2.62572 0.64221 6.62826
H7 -0.78046 -1.67199 4.20425
H8 -0.31070 -2.26746 5.79112
C5 -0.05338 -1.33236 0.09764
C6 1.05299 -1.48095 1.16668
C7 1.36059 -0.01968 1.56009
O2 0.44816 0.81835 0.84056
C8 0.07839 0.10843 -0.31691
H9 -1.04615 -1.55701 0.49279
H10 0.00915 -2.01196 -0.75719
H11 1.90503 -2.03190 0.77865
H12 0.60743 -2.01324 2.00557
H13 2.36650 0.30822 1.26768
H14 1.30357 0.13350 2.63589
H15 0.81248 0.32407 -1.11484
H16 -0.83485 0.50498 -0.78082
C9 -3.89981 -1.58096 -0.98493
C10 -4.51573 -1.86335 -2.35391
C11 -3.77783 -3.14881 -2.71932
O3 -3.60297 -3.84868 -1.48859
C12 -3.87388 -2.97878 -0.38805
H17 -4.44660 -0.84173 -0.40017
H18 -2.84865 -1.27808 -1.04458
H19 -4.30730 -1.03309 -3.02944
H20 -5.58809 -2.01969 -2.24083
H21 -2.84559 -2.90370 -3.22587
H22 -4.44092 -3.73819 -3.35601
H23 -3.14999 -3.08650 0.42155
H24 -4.85113 -3.26366 0.02425
C13 6.08053 1.44514 0.14662
C14 7.26882 1.40985 1.09313
C15 7.71856 -0.06127 0.96957
O4 6.59088 -0.79053 0.50409
C16 5.47012 0.07661 0.39926
H25 6.35776 1.49678 -0.90741
H26 5.43332 2.29723 0.36146
H27 6.95122 1.63682 2.11165
H28 8.07272 2.10029 0.83955
H29 8.03609 -0.44064 1.94289
H30 8.52068 -0.14553 0.23434
H31 4.87817 -0.00083 1.32106
H32 4.81663 -0.23443 -0.41767
C17 -1.43402 5.12606 -0.82672
C18 -0.58567 3.91729 -1.17226
C19 0.08767 4.34365 -2.47480
O5 -0.76977 5.31909 -3.08527
C20 -1.82896 5.66661 -2.19713
H33 -0.82657 5.88751 -0.33361
H34 -2.28846 4.86819 -0.20391
H35 -1.18555 3.01158 -1.24468
H36 0.13894 3.69944 -0.38555
H37 0.16753 3.51161 -3.17371
H38 1.02622 4.84743 -2.23888
H39 -2.75212 5.19396 -2.56539
H40 -1.99043 6.74466 -2.21941
C21 0.20774 0.00353 -4.25659
C22 -0.34530 0.52553 -5.58399
C23 -1.57137 -0.38917 -5.82516
O6 -1.80933 -1.09980 -4.61658
C24 -0.52618 -1.30763 -4.02187
H41 -0.03892 0.66767 -3.42337
H42 1.29121 -0.11391 -4.18820
H43 0.32414 0.42009 -6.43278
H44 -0.66855 1.55606 -5.45102
H45 -1.32798 -1.13143 -6.59699
H46 -2.48845 0.12338 -6.10707
H47 -0.05864 -2.16850 -4.52240
H48 -0.66890 -1.58378 -2.97837
C25 -3.03758 1.79212 -3.30479
C26 -3.60125 2.05810 -1.90358
C27 -5.10568 2.13419 -2.07908
O7 -5.25355 2.74703 -3.38072
C28 -4.21675 2.25084 -4.21330
H49 -2.81758 0.74501 -3.51053
H50 -2.13943 2.39477 -3.43885
H51 -3.27412 3.06288 -1.63655
H52 -3.32007 1.32268 -1.14989
H53 -5.61362 2.78266 -1.37253
H54 -5.57687 1.14835 -2.17552
H55 -3.92512 3.01836 -4.92734
H56 -4.59528 1.36970 -4.74825
C29 3.15897 -4.98586 4.02406
C30 3.15341 -3.60058 3.37476
C31 3.82878 -2.80749 4.46297
O8 3.22538 -3.27727 5.68617
C32 2.83880 -4.64380 5.50005
H57 4.16508 -5.41573 4.02510
H58 2.48039 -5.72732 3.60759
H59 2.10111 -3.31067 3.35150
H60 3.70861 -3.61276 2.44133
H61 3.78736 -1.72239 4.39962
H62 4.88701 -3.08888 4.56767
H63 1.76672 -4.69622 5.69662
H64 3.42687 -5.25959 6.17896

=====

- Among the records above, which one has the highest ΔE to the lowest compared entry with this formula, charge and spin?
  C4H6ClNO

=====

- The highest E belongs to which entry?
  C5H10N2

=====

- Which formula does entry 4 have?
  C32H64O8

=====

- The highest E belongs to which entry?
  C5H10N2